[1]
{"formula": "C52H42N2NaOP2S2", "method": "the ωB97M-V functional and the def2-TZVPD basis", "total_charge": 1, "e_tot_ev": -104294.72207, "lumo_energy_ev": -2.068, "homo_ev": -9.80, "species": ["Na", "O", "S", "C", "C", "C", "C", "C", "C", "C", "C", "C", "C", "P", "C", "C", "C", "C", "C", "C", "C", "C", "C", "C", "C", "C", "C", "C", "C", "C", "C", "C", "C", "C", "C", "C", "C", "C", "P", "C", "C", "C", "C", "C", "C", "C", "C", "C", "C", "C", "C", "C", "C", "H", "H", "H", "H", "H", "H", "H", "H", "H", "H", "H", "H", "H", "H", "H", "H", "H", "H", "H", "H", "H", "H", "H", "H", "H", "H", "H", "H", "H", "H", "H", "H", "H", "H", "H", "H", "C", "N", "C", "C", "N", "C", "S", "H", "H", "H", "H", "H", "H"], "positions_angstrom": [[1.166, -0.235, -0.454], [-1.270, -0.351, 0.914], [-1.685, 0.625, -0.130], [-3.116, -0.150, -0.915], [-4.126, 0.658, -1.386], [-5.297, 0.155, -1.971], [-5.415, -1.202, -2.091], [-6.520, -2.047, -2.650], [-5.996, -3.497, -2.565], [-4.636, -3.379, -1.952], [-3.689, -4.322, -1.675], [-2.462, -3.880, -1.169], [-2.158, -2.561, -0.881], [-0.424, -2.236, -0.398], [0.525, -3.408, -1.441], [0.188, -3.703, -2.759], [1.093, -4.341, -3.589], [2.352, -4.673, -3.119], [2.705, -4.376, -1.810], [1.800, -3.738, -0.984], [-0.223, -3.080, 1.214], [0.256, -2.356, 2.301], [0.539, -2.985, 3.499], [0.354, -4.351, 3.629], [-0.124, -5.082, 2.554], [-0.402, -4.455, 1.354], [-3.146, -1.557, -1.114], [-4.350, -2.028, -1.682], [-2.482, 1.955, 0.803], [-3.741, 1.783, 1.328], [-4.477, 2.837, 1.895], [-3.924, 4.090, 1.879], [-4.459, 5.429, 2.289], [-3.284, 6.415, 2.075], [-2.156, 5.573, 1.559], [-0.859, 5.872, 1.240], [-0.012, 4.824, 0.848], [-0.439, 3.517, 0.699], [0.778, 2.197, 0.383], [2.141, 3.103, -0.415], [3.254, 3.644, 0.218], [4.241, 4.256, -0.535], [4.126, 4.335, -1.914], [3.013, 3.807, -2.549], [2.032, 3.187, -1.802], [1.376, 1.873, 2.070], [0.636, 2.172, 3.207], [1.115, 1.819, 4.457], [2.327, 1.160, 4.580], [3.062, 0.843, 3.448], [2.582, 1.182, 2.198], [-1.804, 3.193, 0.940], [-2.599, 4.245, 1.433], [-4.021, 1.727, -1.272], [-6.074, 0.834, -2.290], [-6.739, -1.760, -3.679], [-7.440, -1.917, -2.078], [-5.929, -3.962, -3.550], [-6.638, -4.129, -1.951], [-3.845, -5.373, -1.863], [-1.688, -4.619, -1.037], [-0.783, -3.414, -3.141], [0.819, -4.577, -4.608], [3.064, -5.148, -3.776], [3.685, -4.644, -1.438], [2.074, -3.484, 0.037], [0.399, -1.288, 2.211], [0.909, -2.409, 4.334], [0.588, -4.845, 4.560], [-0.271, -6.147, 2.648], [-0.731, -5.059, 0.522], [-4.192, 0.803, 1.273], [-5.467, 2.653, 2.284], [-4.790, 5.405, 3.328], [-5.324, 5.697, 1.679], [-3.004, 6.917, 3.002], [-3.549, 7.190, 1.355], [-0.465, 6.874, 1.320], [1.028, 5.047, 0.657], [3.355, 3.580, 1.293], [5.106, 4.679, -0.045], [4.903, 4.808, -2.495], [2.917, 3.873, -3.624], [1.168, 2.745, -2.291], [-0.314, 2.682, 3.121], [0.542, 2.065, 5.337], [2.701, 0.897, 5.558], [4.013, 0.339, 3.543], [3.153, 0.940, 1.308], [5.652, -1.508, 0.209], [5.757, -1.407, -1.219], [6.719, -1.983, -2.012], [6.430, -1.688, -3.298], [5.285, -0.934, -3.290], [4.869, -0.759, -2.012], [3.571, 0.151, -1.515], [6.596, -1.849, 0.624], [4.865, -2.215, 0.484], [5.406, -0.530, 0.624], [7.542, -2.531, -1.602], [6.938, -1.957, -4.198], [4.823, -0.530, -4.087]], "lowdin_charge": [0.00, -0.58, 0.95, -0.29, -0.08, 0.00, -0.15, -0.10, -0.10, -0.15, 0.01, -0.09, -0.25, 1.08, -0.37, -0.09, -0.08, -0.09, -0.08, -0.11, -0.33, -0.09, -0.07, -0.08, -0.07, -0.08, -0.12, -0.07, -0.29, -0.06, 0.01, -0.14, -0.09, -0.09, -0.14, 0.00, -0.04, -0.29, 1.06, -0.41, -0.09, -0.07, -0.07, -0.08, -0.14, -0.35, -0.06, -0.06, -0.08, -0.07, -0.12, -0.16, -0.08, 0.11, 0.12, 0.12, 0.12, 0.12, 0.12, 0.12, 0.08, 0.11, 0.11, 0.10, 0.10, 0.10, 0.08, 0.10, 0.11, 0.11, 0.09, 0.12, 0.12, 0.12, 0.13, 0.12, 0.12, 0.12, 0.10, 0.11, 0.11, 0.11, 0.11, 0.11, 0.11, 0.11, 0.11, 0.11, 0.07, -0.02, -0.12, -0.05, -0.07, 0.08, -0.77, 0.73, 0.10, 0.10, 0.08, 0.12, 0.12, 0.16]}

[2]
{"formula": "C5H13NSi", "method": "the ωB97M-V functional and the def2-TZVPD basis", "e_tot_ev": -14761.07948, "lumo_energy_ev": 0.183, "homo_ev": -8.02, "species": ["C", "C", "C", "C", "C", "N", "Si", "H", "H", "H", "H", "H", "H", "H", "H", "H", "H", "H", "H", "H"], "positions_angstrom": [[1.755, -1.417, 1.232], [1.168, -1.183, 0.036], [0.368, 2.815, -0.964], [1.524, 1.902, 0.915], [-3.468, -2.946, -0.580], [0.663, 1.621, -0.220], [0.008, 0.107, -0.702], [2.566, -2.052, 1.374], [1.469, -0.748, 2.080], [1.548, -1.928, -0.687], [0.480, 2.617, -2.019], [-0.646, 3.207, -0.885], [1.083, 3.581, -0.728], [2.355, 2.503, 0.538], [1.036, 2.596, 1.639], [2.000, 1.021, 1.387], [-4.440, -3.487, -0.527], [-3.528, -2.321, 0.230], [-3.405, -2.337, -1.459], [-2.536, -3.550, -0.661]], "nbo_charge": [-0.34, -0.74, -0.42, -0.41, -0.85, -0.87, 1.01, 0.19, 0.17, 0.22, 0.20, 0.20, 0.20, 0.18, 0.19, 0.22, 0.21, 0.21, 0.21, 0.22]}

[3]
{"formula": "C39H33N2O3P2PdS2", "method": "the ωB97M-V functional and the def2-TZVPD basis", "total_charge": 1, "e_tot_ev": -93825.74813, "lumo_energy_ev": -3.057, "homo_ev": -9.42, "species": ["Pd", "O", "P", "C", "P", "O", "C", "C", "C", "C", "C", "C", "C", "C", "C", "C", "C", "C", "C", "C", "C", "C", "C", "C", "C", "C", "C", "C", "C", "C", "H", "H", "H", "H", "H", "H", "H", "H", "H", "H", "H", "H", "H", "H", "H", "H", "H", "H", "H", "H", "H", "H", "C", "C", "O", "S", "C", "C", "C", "C", "C", "C", "C", "C", "H", "H", "H", "H", "H", "H", "H", "S", "C", "N", "C", "C", "C", "N", "H", "H", "H", "H"], "positions_angstrom": [[-0.324, -0.829, -0.225], [1.838, -0.745, -0.191], [2.657, -0.049, -1.248], [2.110, 1.691, -1.429], [0.895, 2.109, -0.141], [-0.353, 1.276, -0.279], [1.713, 1.873, 1.440], [1.041, 1.178, 2.440], [1.644, 1.008, 3.677], [2.915, 1.517, 3.910], [3.586, 2.210, 2.911], [2.982, 2.397, 1.678], [0.487, 3.839, -0.325], [1.358, 4.773, -0.880], [0.985, 6.107, -0.951], [-0.254, 6.506, -0.470], [-1.126, 5.575, 0.078], [-0.761, 4.241, 0.152], [4.371, 0.017, -0.738], [4.723, -0.605, 0.456], [6.031, -0.525, 0.912], [6.980, 0.175, 0.182], [6.629, 0.801, -1.009], [5.325, 0.725, -1.469], [2.518, -0.794, -2.869], [3.602, -1.387, -3.509], [3.425, -1.992, -4.746], [2.171, -2.013, -5.335], [1.084, -1.428, -4.696], [1.255, -0.815, -3.467], [1.610, 1.833, -2.389], [2.975, 2.355, -1.394], [0.056, 0.771, 2.248], [1.114, 0.490, 4.466], [3.381, 1.384, 4.878], [4.573, 2.613, 3.095], [3.504, 2.956, 0.910], [2.326, 4.476, -1.263], [1.659, 6.832, -1.386], [-0.543, 7.547, -0.528], [-2.095, 5.888, 0.443], [-1.445, 3.506, 0.558], [3.964, -1.127, 1.024], [6.308, -1.004, 1.842], [7.999, 0.239, 0.541], [7.371, 1.347, -1.575], [5.054, 1.213, -2.399], [4.580, -1.387, -3.045], [4.269, -2.448, -5.246], [2.036, -2.487, -6.298], [0.105, -1.449, -5.155], [0.402, -0.361, -2.971], [-11.352, -2.030, 1.439], [-9.871, -1.762, 1.370], [-9.083, -2.094, 2.210], [-9.432, -0.888, -0.136], [-7.663, -0.880, -0.093], [-6.986, -1.298, -1.233], [-5.602, -1.279, -1.269], [-4.872, -0.855, -0.157], [-5.564, -0.427, 0.978], [-6.947, -0.427, 1.010], [-3.438, -0.863, -0.178], [-2.230, -0.855, -0.193], [-11.608, -2.351, 2.446], [-11.605, -2.816, 0.727], [-11.920, -1.140, 1.169], [-7.546, -1.644, -2.092], [-5.076, -1.603, -2.157], [-5.004, -0.085, 1.838], [-7.467, -0.079, 1.889], [-0.362, -3.132, -0.324], [0.551, -3.561, 1.027], [0.940, -4.873, 1.106], [1.696, -5.363, 2.109], [2.081, -4.528, 3.107], [1.618, -3.201, 3.015], [0.892, -2.727, 2.032], [0.645, -5.486, 0.357], [1.950, -6.412, 2.055], [2.692, -4.868, 3.926], [1.852, -2.495, 3.806]], "lowdin_charge": [0.66, -0.46, 0.77, -0.27, 0.76, -0.42, -0.28, -0.07, -0.07, -0.07, -0.07, -0.08, -0.27, -0.08, -0.07, -0.06, -0.06, -0.06, -0.30, -0.06, -0.06, -0.06, -0.06, -0.09, -0.28, -0.07, -0.06, -0.06, -0.06, -0.09, 0.09, 0.06, 0.10, 0.11, 0.11, 0.11, 0.11, 0.10, 0.11, 0.11, 0.11, 0.11, 0.10, 0.11, 0.11, 0.11, 0.12, 0.10, 0.11, 0.11, 0.11, 0.10, -0.08, -0.74, 0.04, 1.02, -0.53, -0.10, -0.03, -0.26, -0.02, -0.08, -0.12, -0.22, 0.09, 0.09, 0.08, 0.10, 0.11, 0.12, 0.11, 0.75, -0.74, 0.07, -0.04, -0.02, -0.09, 0.09, 0.15, 0.14, 0.11, 0.12]}

[4]
{"formula": "C18H22Br3ClINO4", "method": "the ωB97M-V functional and the def2-TZVPD basis", "e_tot_ev": -259449.72915, "lumo_energy_ev": -0.181, "homo_ev": -9.29, "species": ["N", "C", "C", "C", "C", "C", "O", "C", "O", "C", "Cl", "C", "O", "C", "C", "C", "C", "C", "C", "C", "C", "C", "O", "I", "H", "H", "H", "H", "H", "H", "H", "H", "H", "H", "H", "H", "H", "H", "H", "H", "H", "H", "H", "H", "H", "C", "Br", "Br", "Br", "H"], "positions_angstrom": [[5.086, 1.864, 1.153], [3.947, 1.104, 0.555], [2.952, 2.141, -0.103], [1.758, 2.586, 0.871], [0.342, 2.413, 0.182], [-0.723, 1.591, 1.018], [-0.699, 1.658, 2.462], [-1.269, 0.419, 2.877], [-2.172, 0.229, 3.618], [-0.396, -0.604, 2.024], [1.248, -0.382, 2.802], [-0.658, -2.156, 2.189], [0.551, -2.951, 2.080], [0.853, -3.186, 0.730], [1.741, -2.294, -0.019], [2.076, -2.463, -1.429], [1.531, -3.611, -2.152], [0.677, -4.534, -1.420], [0.311, -4.345, -0.005], [-0.667, 0.042, 0.615], [-2.119, -0.232, 0.016], [-2.102, 0.016, -1.544], [-1.766, -0.892, -2.239], [-2.653, 1.911, -2.443], [5.928, 1.288, 1.146], [4.818, 2.127, 2.102], [3.468, 0.397, 1.280], [4.401, 0.504, -0.289], [2.581, 1.716, -1.072], [3.577, 3.040, -0.373], [1.842, 2.138, 1.890], [1.907, 3.698, 1.003], [0.482, 1.862, -0.787], [-0.096, 3.416, -0.040], [-1.687, 2.131, 0.782], [-1.201, -2.433, 3.127], [-1.306, -2.503, 1.333], [2.180, -1.410, 0.501], [2.742, -1.698, -1.903], [1.806, -3.717, -3.225], [0.297, -5.424, -1.978], [-0.351, -5.094, 0.500], [0.009, -0.191, -0.241], [-2.495, -1.274, 0.169], [-2.909, 0.450, 0.445], [-6.650, 2.500, -3.254], [-7.414, 1.297, -1.946], [-7.481, 2.298, -4.989], [-6.690, 4.338, -2.649], [-5.605, 2.222, -3.368]], "nbo_charge": [-0.85, -0.23, -0.41, -0.43, -0.42, 0.11, -0.53, 0.81, -0.50, -0.11, -0.01, -0.09, -0.52, 0.28, -0.28, -0.21, -0.22, -0.21, -0.26, -0.28, -0.51, 0.48, -0.49, 0.04, 0.36, 0.35, 0.18, 0.19, 0.19, 0.23, 0.23, 0.21, 0.21, 0.22, 0.19, 0.23, 0.19, 0.23, 0.22, 0.23, 0.22, 0.23, 0.26, 0.25, 0.23, -0.50, 0.09, 0.09, 0.09, 0.23]}

[5]
{"formula": "C5H9NO", "method": "the ωB97M-V functional and the def2-TZVPD basis", "e_tot_ev": -8866.12267, "lumo_energy_ev": 0.844, "homo_ev": -7.75, "species": ["C", "C", "C", "N", "C", "C", "H", "H", "H", "H", "H", "H", "H", "H", "H", "O"], "positions_angstrom": [[0.682, 0.665, -2.252], [-0.057, 0.446, -0.978], [-0.243, 1.169, 0.241], [-1.046, 0.350, 1.055], [-1.335, -0.804, 0.313], [-1.070, -0.585, -0.961], [0.067, 0.777, -3.141], [1.302, 1.624, -1.956], [1.371, -0.205, -2.313], [0.196, 2.128, 0.623], [-1.506, 0.740, 1.845], [-1.653, -1.718, 0.888], [-1.650, -0.776, -1.896], [1.517, -0.526, 2.673], [2.117, -1.804, 3.103], [1.308, -1.481, 2.758]], "nbo_charge": [-0.63, -0.08, -0.11, -0.56, -0.03, -0.32, 0.22, 0.21, 0.22, 0.21, 0.41, 0.22, 0.23, 0.47, 0.46, -0.93]}

[6]
{"formula": "C16H38ClGeNO9SY", "method": "the ωB97M-V functional and the def2-TZVPD basis", "total_charge": 2, "e_tot_ev": -118027.21863, "lumo_energy_ev": [-5.224, -9.964], "spin_multiplicity": 2, "homo_ev": [-13.45, -13.45], "species": ["Y", "C", "C", "C", "C", "O", "Ge", "O", "C", "C", "C", "C", "O", "C", "C", "C", "C", "H", "H", "H", "H", "H", "H", "H", "H", "H", "H", "H", "H", "H", "H", "H", "H", "H", "H", "H", "H", "H", "H", "H", "H", "H", "H", "H", "O", "Cl", "O", "O", "O", "N", "C", "C", "O", "O", "H", "H", "H", "H", "H", "C", "S", "C", "H", "H", "H", "H", "H", "H"], "positions_angstrom": [[8.016, 9.984, 12.052], [7.505, 10.386, 15.831], [7.943, 8.963, 15.326], [9.074, 8.555, 16.192], [6.803, 7.950, 15.475], [8.419, 9.063, 13.974], [9.456, 7.539, 12.993], [8.058, 7.682, 11.542], [6.927, 6.970, 11.184], [5.780, 8.009, 10.811], [7.218, 6.238, 9.889], [6.458, 5.973, 12.279], [10.173, 9.039, 12.077], [11.389, 9.182, 11.305], [11.681, 10.637, 11.200], [11.131, 8.572, 9.916], [12.527, 8.340, 11.911], [7.498, 10.228, 16.927], [6.593, 10.671, 15.429], [8.255, 11.128, 15.609], [8.754, 8.572, 17.246], [9.893, 9.268, 16.262], [9.534, 7.598, 15.902], [6.530, 7.988, 16.503], [7.201, 6.896, 15.342], [5.948, 8.209, 14.860], [5.896, 8.346, 9.798], [5.142, 9.704, 11.684], [4.745, 7.657, 10.912], [7.808, 6.920, 9.288], [6.337, 5.894, 9.321], [7.921, 5.371, 9.961], [6.046, 6.621, 13.084], [7.160, 5.262, 12.603], [5.548, 5.486, 12.010], [10.899, 10.947, 10.574], [12.650, 10.803, 10.738], [11.595, 11.149, 12.193], [10.302, 9.051, 9.419], [10.927, 7.525, 9.928], [11.960, 8.748, 9.301], [12.613, 8.585, 12.985], [13.458, 8.388, 11.362], [12.120, 7.346, 11.826], [6.477, 11.588, 10.315], [7.446, 11.636, 9.145], [8.169, 12.876, 9.147], [5.882, 9.130, 11.731], [8.310, 10.464, 9.544], [6.959, 14.535, 12.603], [6.000, 13.614, 13.207], [6.816, 12.232, 13.001], [8.010, 12.355, 12.574], [6.260, 11.213, 13.302], [6.913, 15.475, 12.898], [6.889, 14.481, 11.577], [7.933, 14.074, 12.745], [5.041, 13.662, 12.724], [5.936, 13.739, 14.286], [7.677, 10.272, 4.622], [8.312, 10.697, 2.993], [9.076, 12.215, 3.664], [8.473, 10.215, 5.339], [7.202, 9.293, 4.673], [6.901, 11.076, 4.871], [8.285, 12.681, 4.237], [9.473, 12.727, 2.790], [9.824, 11.783, 4.371]], "lowdin_spin": [0.00, 0.00, 0.00, 0.00, 0.00, 0.00, 0.00, 0.00, 0.00, 0.00, 0.00, 0.00, 0.00, 0.00, 0.00, 0.00, 0.00, 0.00, 0.00, 0.00, 0.00, 0.00, 0.00, 0.00, 0.00, 0.00, 0.00, 0.00, 0.00, 0.00, 0.00, 0.00, 0.00, 0.00, 0.00, 0.00, 0.00, 0.00, 0.00, 0.00, 0.00, 0.00, 0.00, 0.00, 0.00, 0.00, 0.00, 0.00, 0.00, 0.00, 0.00, 0.00, 0.00, 0.00, 0.00, 0.00, 0.00, 0.00, 0.00, 0.07, 0.78, 0.07, 0.01, 0.00, 0.02, 0.02, 0.00, 0.02]}

[7]
{"formula": "ClH6Li3O3", "method": "the ωB97M-V functional and the def2-TZVPD basis", "total_charge": 2, "e_tot_ev": -19362.01306, "lumo_energy_ev": -7.067, "homo_ev": -13.55, "species": ["Li", "Li", "Li", "Cl", "O", "H", "H", "O", "H", "H", "O", "H", "H"], "positions_angstrom": [[-0.038, -4.443, -3.218], [4.578, 0.048, 0.081], [-2.471, 0.468, 2.100], [0.553, -1.309, 0.121], [1.844, -2.021, 5.981], [2.183, -2.906, 5.845], [2.210, -1.511, 5.258], [1.503, 4.380, -2.011], [1.958, 4.322, -2.851], [1.608, 3.513, -1.620], [-4.464, -0.166, -3.576], [-4.178, -0.628, -2.788], [-5.286, 0.253, -3.323]], "nbo_charge": [1.00, 1.00, 1.00, -0.99, -0.93, 0.47, 0.46, -0.92, 0.47, 0.45, -0.93, 0.45, 0.48]}

[8]
{"formula": "C5H12N2O2", "method": "the ωB97M-V functional and the def2-TZVPD basis", "e_tot_ev": -12450.11138, "lumo_energy_ev": [0.487, 0.109], "homo_ev": [-6.84, -6.26], "species": ["C", "C", "C", "C", "N", "C", "N", "O", "O", "H", "H", "H", "H", "H", "H", "H", "H", "H", "H", "H", "H"], "positions_angstrom": [[0.220, -0.064, 0.599], [0.271, 0.085, -1.834], [0.928, -2.085, -0.327], [-0.414, -0.605, 1.847], [-0.291, -0.425, -0.585], [-1.493, 1.592, 0.019], [1.334, 0.689, 0.782], [-1.670, 2.360, -1.104], [-2.232, 1.757, 0.961], [-2.459, 2.925, -0.973], [1.642, 1.293, 0.038], [1.551, 0.998, 1.716], [1.298, 0.465, -1.778], [0.272, -0.734, -2.555], [-0.388, 0.851, -2.233], [0.348, -2.665, -1.033], [1.909, -1.777, -0.671], [0.931, -2.513, 0.667], [-1.101, -1.410, 1.603], [-0.987, 0.210, 2.295], [0.332, -0.945, 2.567]], "nbo_charge": [0.60, -0.46, -0.54, -0.70, -0.39, 0.52, -0.81, -0.77, -0.70, 0.46, 0.41, 0.40, 0.17, 0.21, 0.26, 0.20, 0.19, 0.19, 0.25, 0.29, 0.22]}